Entry 1:
Computed, not measured: the molecule C17H13Cl2N5O at a distorted geometry, with wB97M-V/def2-TZVPD.

XYZ file:
```
38
Properties=species:S:1:pos:R:3:forces:R:3
Cl 1.517941 4.167508 -1.086765 0.090 0.182 0.154
C 0.541916 3.281705 -2.208224 -0.167 -0.173 -0.255
C -0.371573 3.990538 -2.972973 0.011 0.027 0.025
C -1.176191 3.317231 -3.873516 0.094 -0.021 0.087
C -1.069359 1.945388 -4.011101 0.050 -0.123 0.032
C -0.149046 1.251692 -3.241854 -0.082 0.337 -0.034
Cl -0.032676 -0.461361 -3.429112 -0.039 -0.091 -0.133
C 0.681090 1.899406 -2.324981 0.052 -0.007 -0.003
C 1.656652 1.113736 -1.489776 0.209 0.284 -0.092
N 0.968626 0.224394 -0.575337 -0.054 -0.188 0.156
C -0.011759 0.628015 0.276859 0.219 0.358 -0.262
N -0.687902 -0.100793 1.074927 -0.414 -0.056 0.473
C -0.492324 -1.481964 1.162048 -0.144 -0.357 0.090
N -1.147421 -2.276987 1.912065 0.324 -0.360 -0.231
C -2.171920 -1.760733 2.784748 -0.233 0.136 0.082
C -1.708331 -1.818168 4.204315 0.640 0.498 -0.212
C -0.596409 -1.308298 4.808446 -0.489 -0.172 -0.407
C -0.680280 -1.680222 6.172599 -0.413 -0.285 0.207
C -1.834712 -2.386605 6.295097 0.598 0.223 0.552
O -2.461469 -2.478153 5.108198 -0.378 -0.153 -0.206
C 0.544623 -1.967515 0.291010 0.381 0.971 -0.533
N 1.075825 -3.205207 0.058096 -0.087 -0.020 0.065
C 2.038096 -3.045689 -0.878283 -0.025 -0.041 0.033
N 2.169392 -1.799887 -1.267043 0.244 0.382 -0.259
C 1.245025 -1.118822 -0.548516 -0.376 -1.194 0.739
H -0.449428 5.059620 -2.856124 0.015 0.086 0.031
H -1.890034 3.864147 -4.468871 -0.070 0.051 -0.058
H -1.692132 1.409456 -4.708861 -0.047 -0.077 -0.059
H 2.277200 0.475491 -2.125327 -0.043 0.133 0.096
H 2.301481 1.795099 -0.927394 -0.033 -0.192 -0.177
H -0.226703 1.690237 0.260969 0.070 0.147 -0.108
H -3.048657 -2.408263 2.686937 -0.004 0.156 0.061
H -2.443125 -0.728104 2.524021 -0.086 -0.204 0.093
H 0.178830 -0.739164 4.337629 0.135 0.106 -0.176
H 0.021496 -1.450633 6.948501 0.088 0.001 0.214
H -2.305273 -2.856888 7.135695 -0.132 -0.095 0.040
H 0.779520 -4.049488 0.518536 0.023 -0.009 -0.017
H 2.630184 -3.851567 -1.261737 0.074 -0.259 -0.007
```
Positions in Å, forces in eV/Å.

Computed properties:
**LUMO energy**: 0.638 eV
**Highest occupied orbital energy**: -7.64 eV
**ΔE to the lowest compared entry with this formula, charge and spin**: 0.0 kcal per mole
**SMILES string**: Clc1cccc(Cl)c1Cn1cn/c(=N\Cc2ccco2)c2[nH]cnc21
**Molecular weight**: 374.2 g/mol

Entry 2:
Computed, not measured: a structure of composition C2H3Rh at a distorted geometry, with wB97M-V/def2-TZVPD.

XYZ file:
```
6
Properties=species:S:1:pos:R:3:forces:R:3
C 0.027568 -0.525331 -0.403586 4.937 -2.249 2.455
H -0.085259 -1.353680 0.328674 -1.004 -0.559 -0.625
C -0.543426 0.654670 -0.235599 -0.892 0.960 -1.080
H -0.570746 1.395675 -1.039740 -0.074 0.774 0.565
H 1.245194 -0.641376 -0.528474 -2.554 0.437 -1.474
Rh -0.073330 0.470040 1.878726 -0.413 0.636 0.158
```
Positions in Å, forces in eV/Å.

Computed properties:
**LUMO energy (alpha / beta)**: -12.535 / -15.526 eV
**Highest occupied orbital energy (alpha / beta)**: -20.86 / -24.60 eV
**Spin multiplicity**: 5
**Total charge**: +2
**<S²>**: 6.01
**ΔE to the lowest compared entry with this formula, charge and spin**: 28.7 kcal per mole
**Molecular weight**: 130.0 g/mol

Entry 3:
Computed, not measured: the molecule C3H5BrS at a distorted geometry, with wB97M-V/def2-TZVPD.

XYZ file:
```
10
Properties=species:S:1:pos:R:3:forces:R:3
C -0.064968 0.962918 0.844976 1.141 0.712 2.014
C 0.469080 -0.177104 0.138366 -1.511 2.175 -1.887
C -0.437033 -0.971051 -0.743536 1.088 -2.858 2.363
S 0.272814 2.374738 -0.541646 -0.437 -2.498 1.087
Br 2.211361 -0.589919 0.035556 1.490 -0.257 0.441
H -1.120973 0.820237 1.232706 1.188 0.418 -0.911
H 0.644354 1.269019 1.695262 -1.278 -0.395 -1.187
H -0.857602 -0.359860 -1.456778 -1.361 1.233 -1.402
H -1.122666 -1.444281 -0.019716 -0.620 0.560 -0.439
H 0.005632 -1.884695 -1.185190 0.300 0.909 -0.079
```
Positions in Å, forces in eV/Å.

Computed properties:
**LUMO energy (alpha / beta)**: -1.340 / -1.504 eV
**Highest occupied orbital energy (alpha / beta)**: -8.15 / -8.05 eV
**ΔE to the lowest compared entry with this formula, charge and spin**: 56.3 kcal per mole
**Molecular weight**: 153.0 g/mol

Entry 4:
Computed, not measured: a structure of composition C37H52AsCsN3PS, with wB97M-V/def2-TZVPD.

XYZ file:
```
96
Properties=species:S:1:pos:R:3:forces:R:3
Cs -0.196027 -1.016384 0.866488 0.159 -0.034 0.044
C -1.120856 -4.301054 1.914525 0.023 -0.008 -0.005
C -1.932973 -4.054058 0.815004 0.013 0.011 -0.044
C -1.378134 -4.015592 -0.459516 0.037 0.001 0.006
C -0.013997 -4.220470 -0.633223 -0.045 -0.004 0.026
C 0.799305 -4.462620 0.468913 -0.035 -0.004 -0.003
C 0.244572 -4.503111 1.742620 -0.011 -0.007 -0.038
H -1.551037 -4.332612 2.907879 -0.001 0.007 0.000
H -2.989635 -3.865452 0.947753 0.001 0.012 0.001
H -2.009951 -3.805600 -1.312816 -0.002 0.000 -0.001
H 0.416467 -4.185634 -1.626320 0.001 0.007 -0.002
H 1.861459 -4.626392 0.333977 0.004 0.008 0.001
H 0.874520 -4.696750 2.601290 0.003 0.001 0.008
N -1.610191 1.634548 -0.494366 0.009 0.013 -0.042
C -2.678209 1.562919 -1.410184 0.011 -0.013 0.006
C -2.538748 2.177393 -2.653866 -0.008 -0.011 0.019
C -3.537288 2.093280 -3.610545 -0.009 -0.012 0.004
C -4.697054 1.386760 -3.329858 0.008 0.008 -0.001
C -4.848531 0.802272 -2.080112 -0.006 -0.004 0.006
C -3.867619 0.880652 -1.093332 -0.007 0.005 0.048
C -4.120733 0.287220 0.259752 0.022 0.007 -0.037
C -5.342340 0.586904 0.874240 0.000 0.008 -0.015
C -5.666304 0.043176 2.109165 0.012 -0.005 -0.002
C -4.766894 -0.820647 2.722010 0.016 -0.011 -0.042
C -3.551761 -1.091172 2.092471 -0.006 -0.027 0.036
C -3.154432 -0.549073 0.859810 -0.022 -0.012 -0.016
H -1.204784 2.561209 -0.440712 0.001 -0.004 -0.010
H -1.917292 1.313974 0.417585 -0.042 0.002 0.038
H -1.628013 2.729088 -2.865384 0.000 0.004 -0.001
H -3.405276 2.575355 -4.571405 0.000 0.002 -0.001
H -5.481073 1.298961 -4.070782 0.000 -0.001 -0.001
H -5.758979 0.261076 -1.849805 0.002 0.000 -0.001
H -6.042466 1.261921 0.390819 0.004 -0.003 -0.001
H -6.611931 0.282302 2.580436 -0.002 0.000 0.004
H -5.022655 -1.284469 3.671343 0.006 0.000 0.006
H -2.870710 -1.782659 2.614137 -0.094 0.070 -0.052
N -1.648666 0.244103 4.338266 -0.103 0.055 0.008
C -1.401914 1.293399 3.505456 0.006 -0.118 0.015
N -0.252664 1.508760 2.945774 0.094 -0.017 0.107
C -0.287053 2.690230 2.224873 0.015 0.013 -0.061
C 0.772427 3.202178 1.479176 -0.007 0.045 -0.031
C 0.578937 4.357601 0.740969 -0.049 0.005 0.026
C -0.656806 5.012758 0.743215 0.028 -0.043 0.025
C -1.717040 4.519545 1.488285 0.028 -0.014 -0.001
C -1.518858 3.360326 2.226219 -0.018 0.041 -0.013
S -2.659965 2.466210 3.189725 -0.014 0.047 -0.012
H -0.927789 -0.464617 4.339978 0.062 0.003 -0.043
H -2.588760 -0.123818 4.294958 0.001 -0.004 0.009
H 1.725704 2.687434 1.481328 0.002 0.004 0.015
H 1.394942 4.760528 0.154712 -0.001 0.003 -0.006
H -0.789077 5.913046 0.158454 0.001 0.003 -0.003
H -2.677797 5.016762 1.481402 -0.001 0.005 -0.004
C 3.941657 -0.272619 -4.079085 0.006 -0.006 0.005
C 3.009293 -1.147169 -3.241414 0.027 0.014 0.023
C 3.819115 -2.216103 -2.498387 -0.005 0.010 -0.015
P 1.825883 -0.338930 -2.051231 -0.071 0.012 -0.068
C 0.439088 0.309723 -3.110847 0.006 -0.008 0.002
C -0.685734 -0.727650 -3.131618 -0.021 0.006 -0.024
C 0.764359 0.756717 -4.534041 -0.007 0.005 -0.005
C 2.592660 1.210002 -1.362771 0.004 -0.003 0.034
C 3.875129 0.872291 -0.599258 -0.006 0.027 -0.007
C 2.781485 2.432194 -2.258201 0.020 -0.016 -0.002
H 4.502617 -0.897625 -4.779149 0.001 0.001 0.000
H 4.671749 0.237655 -3.449351 0.005 0.004 0.004
H 3.409523 0.478501 -4.657347 0.007 -0.002 0.004
H 2.326493 -1.670032 -3.922785 -0.009 -0.006 -0.003
H 4.501349 -1.760439 -1.777222 0.003 -0.003 -0.001
H 4.422059 -2.797614 -3.200127 -0.003 0.001 0.000
H 3.168840 -2.900420 -1.952137 -0.005 -0.003 0.000
H 0.070108 1.169821 -2.542776 0.002 0.000 0.013
H -0.330870 -1.693869 -3.504366 -0.001 -0.005 0.001
H -1.500281 -0.393386 -3.777835 0.000 -0.005 -0.001
H -1.109463 -0.869758 -2.137427 -0.036 -0.076 0.049
H 1.109206 -0.082007 -5.143594 0.001 0.002 0.001
H 1.522350 1.537169 -4.573909 0.000 0.010 0.003
H -0.141754 1.146031 -5.005698 -0.002 -0.002 0.006
H 1.833437 1.486415 -0.617141 -0.011 0.008 -0.002
H 4.700059 0.663921 -1.282411 0.006 0.001 -0.002
H 3.748621 -0.003832 0.041033 -0.009 -0.006 0.010
H 4.178974 1.711927 0.031302 0.000 -0.002 -0.001
H 3.503287 2.251004 -3.054010 0.008 -0.002 -0.013
H 3.154435 3.269716 -1.660875 -0.001 -0.002 -0.001
H 1.842544 2.748717 -2.711511 -0.010 -0.003 -0.008
C 2.630825 -1.434926 5.755422 -0.004 -0.005 -0.006
As 1.919350 -1.426657 3.931929 0.016 0.010 0.041
C 3.179291 -2.715753 3.157273 -0.005 -0.001 -0.001
C 2.827202 0.193362 3.314812 -0.017 0.014 -0.005
H 3.712594 -1.300335 5.747970 -0.002 0.000 0.002
H 2.387628 -2.380374 6.238595 0.002 -0.001 0.005
H 2.170716 -0.627721 6.324124 0.004 0.000 0.002
H 4.206526 -2.426810 3.381161 -0.001 -0.001 0.000
H 3.045514 -2.755980 2.075400 -0.001 0.003 0.000
H 2.990298 -3.708731 3.564192 0.003 -0.003 0.000
H 3.891398 0.149608 3.548496 0.003 0.000 0.003
H 2.366077 1.058569 3.787926 0.014 -0.010 -0.008
H 2.700304 0.295715 2.236118 0.005 0.002 -0.006
```
Positions in Å, forces in eV/Å.

Computed properties:
**LUMO energy**: 0.103 eV
**Highest occupied orbital energy**: -6.37 eV
**ΔE to the lowest compared entry with this formula, charge and spin**: 0.0 kcal per mole
**Molecular weight**: 809.7 g/mol